Density functional theory data (the ωB97M-V functional and the def2-TZVPD basis) for C27H41N2P2Pd as an isolated structure in a non-equilibrium geometry.

The geometry in ORCA input format:
```
! RIJCOSX wB97M-V def2-TZVPD def2/J DEFGRID3
* xyz 1 1
Pd 0.14 -0.40 -0.60
C -4.16 1.47 -2.59
C -2.80 0.79 -2.73
C -2.77 -0.19 -3.91
P -2.17 0.00 -1.19
C -3.20 -1.46 -0.69
C -4.72 -1.42 -0.85
C -2.67 -2.72 -1.41
C -2.36 1.26 0.08
C -3.56 1.58 0.72
C -3.62 2.48 1.78
C -4.93 2.88 2.40
C -2.40 2.98 2.23
C -1.20 2.69 1.61
C -1.17 1.88 0.47
N 0.01 1.64 -0.26
C 1.13 2.46 -0.22
C 1.11 3.82 0.12
C 2.28 4.54 0.25
C 3.54 3.96 0.03
C 4.81 4.75 0.22
C 3.56 2.65 -0.40
C 2.38 1.93 -0.56
P 2.25 0.32 -1.30
C 3.89 -0.52 -1.26
C 3.66 -2.04 -1.18
C 4.83 -0.19 -2.42
C 1.68 0.75 -3.02
C 1.30 -0.50 -3.81
C 2.59 1.69 -3.81
H -4.40 1.94 -3.55
H -4.15 2.25 -1.83
H -4.95 0.77 -2.36
H -2.05 1.56 -2.91
H -3.60 -0.91 -3.84
H -1.84 -0.76 -3.96
H -2.89 0.35 -4.85
H -2.94 -1.54 0.37
H -5.01 -1.31 -1.89
H -5.20 -0.64 -0.26
H -5.13 -2.38 -0.50
H -2.95 -2.71 -2.46
H -3.10 -3.61 -0.96
H -1.58 -2.79 -1.35
H -4.48 1.11 0.40
H -5.73 2.20 2.13
H -5.21 3.88 2.07
H -4.86 2.91 3.49
H -2.39 3.63 3.10
H -0.28 3.05 2.03
H 0.16 4.31 0.27
H 2.22 5.58 0.53
H 4.65 5.61 0.87
H 5.18 5.12 -0.74
H 5.60 4.13 0.66
H 4.51 2.19 -0.64
H 4.33 -0.19 -0.32
H 3.23 -2.42 -2.12
H 2.98 -2.30 -0.37
H 4.61 -2.55 -1.01
H 4.45 -0.58 -3.36
H 5.79 -0.66 -2.23
H 4.99 0.88 -2.53
H 0.77 1.30 -2.78
H 2.19 -1.06 -4.12
H 0.76 -0.23 -4.72
H 0.67 -1.17 -3.23
H 3.46 1.18 -4.22
H 2.93 2.54 -3.20
H 2.02 2.09 -4.65
N 0.50 -3.16 0.93
C 0.36 -2.15 0.38
H 0.62 -4.02 1.42
*
```

Computed properties:
LUMO energy: -3.81 eV
HOMO-LUMO gap: 5.8 eV
electronic energy: -53697.1593 eV

Density functional theory data (the ωB97M-V functional and the def2-TZVPD basis) for a 11-piece molecular cluster, C27H41N3O27S3 overall in a non-equilibrium geometry.

The geometry in ORCA input format:
```
! RIJCOSX wB97M-V def2-TZVPD def2/J DEFGRID3
* xyz 0 1
O 3.60 -4.33 -4.94
S 2.60 -3.77 -4.09
O 2.95 -3.34 -2.76
O 1.80 -2.63 -4.69
C 0.70 -3.12 -5.50
C 0.10 -4.26 -4.56
O 1.32 -4.84 -4.08
H 0.08 -2.21 -5.59
H 1.12 -3.46 -6.40
H -0.48 -5.02 -5.05
H -0.49 -3.78 -3.80
O -4.12 -3.34 -0.70
S -3.18 -4.42 -0.81
O -3.71 -5.64 -1.26
O -1.86 -3.96 -1.58
C -0.61 -4.42 -0.95
C -1.01 -4.25 0.50
O -2.39 -4.67 0.54
H -0.44 -5.49 -1.13
H 0.15 -3.80 -1.40
H -0.96 -3.21 0.80
H -0.38 -4.91 1.08
O 3.08 2.45 -1.59
S 1.85 2.89 -2.15
O 1.14 2.11 -3.08
O 0.83 3.32 -1.06
C 0.96 4.65 -0.58
C 1.98 5.32 -1.58
O 2.10 4.42 -2.62
H 0.00 5.13 -0.77
H 1.33 4.68 0.45
H 2.94 5.64 -1.06
H 1.44 6.16 -2.04
O -3.48 1.53 3.39
C -3.46 0.63 2.59
O -4.06 0.62 1.41
C -4.01 -0.68 0.78
C -3.38 -1.56 1.90
O -3.07 -0.62 2.95
H -5.00 -0.91 0.42
H -3.29 -0.58 0.00
H -2.40 -1.94 1.64
H -4.13 -2.28 2.28
O 1.22 0.73 2.22
C 0.93 1.17 3.29
O 1.13 0.70 4.43
C 0.53 1.48 5.49
C -0.08 2.57 4.70
O 0.14 2.23 3.34
H -0.15 0.81 5.99
H 1.37 1.72 6.07
H 0.48 3.49 4.83
H -1.14 2.68 4.92
O 1.78 4.79 2.82
C 2.49 3.86 2.61
O 2.87 2.96 3.54
C 4.00 2.25 2.97
C 3.87 2.44 1.50
O 3.07 3.60 1.43
H 4.95 2.65 3.48
H 4.01 1.21 3.22
H 3.38 1.57 1.06
H 4.81 2.67 0.96
O -4.03 4.26 -1.46
C -3.33 4.11 -0.50
O -2.08 3.71 -0.48
C -1.67 3.49 0.86
C -2.67 4.34 1.69
O -3.67 4.46 0.72
H -1.81 2.39 0.90
H -0.61 3.63 0.91
H -2.28 5.34 1.91
H -3.04 3.84 2.60
O -2.57 -0.72 -5.67
C -2.70 0.15 -4.86
O -1.82 0.57 -4.04
C -2.37 1.47 -3.12
C -3.59 1.98 -3.89
O -3.89 0.79 -4.68
H -2.48 1.00 -2.14
H -1.56 2.20 -2.97
H -3.17 2.82 -4.42
H -4.50 2.37 -3.41
C 4.74 -4.91 0.34
C 3.34 -4.96 0.60
N 2.19 -4.93 0.66
H 4.83 -4.29 -0.59
H 5.29 -5.86 0.20
H 5.16 -4.39 1.19
C 1.28 -1.19 -0.87
C 0.03 -1.07 -0.16
N -1.00 -1.05 0.30
H 1.35 -1.89 -1.69
H 1.90 -1.65 -0.08
H 1.68 -0.22 -1.15
C 0.73 -2.30 3.35
C 2.14 -2.07 3.10
N 3.26 -1.98 2.92
H 0.37 -2.93 2.59
H 0.17 -1.37 3.29
H 0.57 -2.86 4.26
*
```

Computed properties:
LUMO energy: 0.36 eV
HOMO-LUMO gap: 11.0 eV
electronic energy: -120918.0285 eV

Density functional theory data (the ωB97M-V functional and the def2-TZVPD basis) for C27H41NP2W as an isolated structure in a non-equilibrium geometry.

The geometry in ORCA input format:
```
! RIJCOSX wB97M-V def2-TZVPD def2/J DEFGRID3
* xyz 2 3
P 0.09 -1.93 -3.41
P 0.51 1.40 -3.11
C -0.12 -0.76 -4.83
C 0.77 0.47 -4.66
H -1.18 -0.50 -4.91
H 0.16 -1.33 -5.73
H 1.84 0.22 -4.72
H 0.57 1.17 -5.50
C -1.15 2.11 -3.22
H -1.40 2.67 -2.32
H -1.91 1.33 -3.35
H -1.21 2.79 -4.08
C 1.66 2.79 -3.25
H 1.36 3.44 -4.07
H 2.68 2.42 -3.45
H 1.68 3.38 -2.32
C -1.11 -3.22 -3.90
H -1.14 -4.00 -3.13
H -0.80 -3.66 -4.86
H -2.11 -2.78 -4.00
C 1.65 -2.74 -3.93
H 2.49 -2.03 -3.97
H 1.51 -3.19 -4.92
H 1.91 -3.54 -3.22
W 0.75 -0.07 0.89
C 0.73 0.58 -1.50
C -0.57 0.68 -0.72
C -1.61 -0.33 -1.09
C -2.17 -1.19 0.06
C -1.22 -1.97 0.89
C 0.13 -2.23 0.65
C 0.79 -2.12 -0.70
C 1.48 -0.78 -1.10
C 2.54 -0.35 1.93
H 1.42 1.37 -1.12
H -0.95 1.71 -0.61
H -1.24 -1.00 -1.90
H -2.45 0.22 -1.56
H -2.75 -0.52 0.72
H -2.92 -1.87 -0.39
H -1.63 -2.36 1.82
H 0.72 -2.75 1.42
H 0.05 -2.50 -1.46
H 1.59 -2.88 -0.76
H 2.14 -0.47 -0.20
H 2.29 -1.00 -1.81
H 2.84 0.69 2.14
H 3.36 -0.86 1.40
H 2.33 -0.87 2.87
C -0.20 4.57 3.82
C 0.48 4.20 2.66
C 0.34 2.91 2.12
C -0.41 1.96 2.83
C -1.20 2.37 3.93
C -1.06 3.66 4.44
N -0.25 0.58 2.55
C -0.49 -0.26 3.70
C 0.43 -0.25 4.76
C 0.20 -1.05 5.88
C -0.94 -1.86 5.96
C -1.88 -1.82 4.93
C -1.70 -0.98 3.83
H -0.08 5.57 4.24
H 1.13 4.92 2.16
H 0.86 2.63 1.18
H -1.86 1.65 4.41
H -1.64 3.95 5.32
H 1.28 0.41 4.69
H 0.91 -1.02 6.70
H -1.11 -2.48 6.84
H -2.77 -2.45 4.98
H -2.47 -0.86 3.07
*
```

Computed properties:
LUMO energy (alpha / beta): -6.88 / -6.76 eV
expectation value of S²: 2.102
HOMO-LUMO gap (alpha / beta): 6.2 / 6.5 eV
energy above the lowest of the compared OMol25 structures with the same formula, charge and spin: 0.0 kJ/mol
electronic energy: -50536.7116 eV

Density functional theory data (the ωB97M-V functional and the def2-TZVPD basis) for a single C27H41O9PSSi molecule in a non-equilibrium geometry.

The geometry in ORCA input format:
```
! RIJCOSX wB97M-V def2-TZVPD def2/J DEFGRID3
* xyz 0 1
C -2.87 0.90 4.19
C -2.54 0.83 3.04
C -2.02 0.71 1.68
O -2.11 -0.70 1.39
C -1.09 -0.92 0.40
S -0.90 -2.72 0.24
C -1.72 -0.31 -0.89
C -1.56 -1.03 -2.21
O -0.18 -1.20 -2.56
Si 0.13 -2.06 -3.96
C 0.29 -3.91 -3.64
C 1.83 -1.49 -4.54
C -1.08 -1.72 -5.37
C 0.10 -0.13 1.03
C 1.14 -0.05 -0.14
C 2.48 0.65 0.19
C 3.71 -0.21 -0.18
O 4.49 -0.50 1.00
C 4.52 -1.81 1.36
C 4.40 -2.08 2.83
O 4.67 -2.71 0.58
C 0.86 -0.90 2.13
C 0.07 -1.76 3.10
O 0.93 -2.91 3.42
C 0.25 -3.73 4.26
O -0.29 -4.73 3.91
C -0.55 1.23 1.42
C -0.38 2.40 0.39
C -1.65 3.09 -0.09
C -2.58 3.61 0.80
C -3.72 4.25 0.38
C -3.96 4.44 -0.97
C -3.04 3.94 -1.86
C -1.90 3.27 -1.45
C -0.97 2.80 -2.56
P 0.19 1.99 2.93
O 1.61 2.33 2.71
O -0.66 3.30 3.25
O 0.10 1.07 4.24
H -3.12 0.85 5.22
H -2.79 1.17 1.06
H 0.18 -2.82 -0.55
H -1.43 0.72 -1.06
H -2.79 -0.28 -0.70
H -2.01 -0.39 -2.97
H -2.12 -1.96 -2.26
H 1.30 -4.13 -3.31
H 0.16 -4.41 -4.60
H -0.45 -4.26 -2.92
H 2.37 -1.02 -3.71
H 2.43 -2.32 -4.88
H 1.77 -0.73 -5.31
H -0.65 -0.93 -5.99
H -1.09 -2.60 -6.00
H -2.08 -1.46 -5.04
H 1.36 -1.05 -0.48
H 0.72 0.45 -1.00
H 2.56 1.53 -0.44
H 2.61 0.96 1.22
H 4.37 0.37 -0.82
H 3.45 -1.11 -0.73
H 3.97 -3.06 2.96
H 3.78 -1.35 3.34
H 5.39 -2.09 3.29
H 1.51 -0.25 2.70
H 1.54 -1.58 1.62
H -0.86 -2.16 2.71
H -0.15 -1.27 4.05
H 0.26 -3.41 5.32
H 0.16 2.11 -0.49
H 0.22 3.19 0.84
H -2.45 3.50 1.87
H -4.41 4.61 1.12
H -4.85 4.97 -1.26
H -3.21 4.10 -2.92
H -0.26 3.58 -2.81
H -0.46 1.87 -2.32
H -1.59 2.59 -3.43
H -0.53 3.51 4.19
H 1.00 0.95 4.56
*
```

Computed properties:
LUMO energy: 0.25 eV
HOMO-LUMO gap: 9.5 eV
electronic energy: -75094.3365 eV

Density functional theory data (the ωB97M-V functional and the def2-TZVPD basis) for C27H42Cl3EuN4O3Si as an isolated structure in a non-equilibrium geometry.

The geometry in ORCA input format:
```
! RIJCOSX wB97M-V def2-TZVPD def2/J DEFGRID3
* xyz -1 8
C -1.58 -2.11 -3.20
C -1.03 -3.02 -2.15
H -1.57 -2.56 -4.19
H -1.05 -1.14 -3.22
H -2.63 -1.89 -2.95
C -0.56 -4.26 -2.34
C -0.45 -4.95 -3.66
H -0.27 -4.87 -1.49
H -0.64 -4.27 -4.49
H -1.15 -5.79 -3.75
H 0.54 -5.38 -3.79
Eu 0.25 0.66 0.13
Cl -2.41 1.24 0.45
Cl 1.03 2.03 -1.92
H 0.60 5.21 3.90
H -1.50 6.13 2.75
C 0.94 4.86 2.93
C -1.10 5.74 1.80
N -0.21 4.62 2.08
H 1.52 3.94 3.03
C -0.31 3.46 1.43
O 0.58 2.57 1.50
H -1.91 5.37 1.16
H -1.24 3.30 0.84
H 1.56 5.65 2.50
H -0.54 6.54 1.30
H 1.42 -1.53 -2.64
H 2.37 -3.83 -1.45
C 2.44 -1.14 -2.44
C 3.28 -3.21 -1.40
N 2.96 -1.80 -1.25
H 2.39 -0.05 -2.29
C 2.99 -1.22 -0.04
O 2.61 -0.07 0.21
H 3.90 -3.54 -0.56
H 3.38 -1.89 0.76
H 3.09 -1.40 -3.29
H 3.83 -3.36 -2.34
O -0.02 -1.44 -0.70
C -1.01 -2.38 -0.75
C 0.29 -3.92 0.86
C -0.92 -3.42 0.38
H 1.23 -3.50 0.50
C 0.28 -4.95 1.82
H -1.98 -1.85 -0.62
C -2.12 -3.90 0.90
H 1.23 -5.39 2.17
C -0.93 -5.40 2.36
C -2.14 -4.88 1.90
H -3.06 -3.50 0.50
H -0.94 -6.15 3.16
H -3.10 -5.19 2.33
Si -0.44 4.18 -4.08
Cl -0.70 2.20 -4.72
C 1.39 4.54 -3.88
C -1.73 4.54 -2.74
C -0.80 5.32 -5.57
H 1.92 3.78 -3.30
H 1.55 5.51 -3.40
H 1.82 4.58 -4.89
H -0.06 5.15 -6.37
H -0.75 6.39 -5.28
H -1.79 5.15 -6.02
H -1.74 3.84 -1.88
H -2.72 4.49 -3.21
H -1.59 5.56 -2.34
N 1.09 -1.93 4.21
C 1.06 -1.68 2.89
N 0.20 -0.71 2.60
C -0.39 -0.34 3.80
C -1.31 0.66 4.10
C -1.55 0.94 5.45
C -0.86 0.27 6.48
C 0.04 -0.77 6.18
C 0.20 -1.07 4.85
H 1.67 -2.62 4.69
H 1.71 -2.23 2.21
H -1.81 1.16 3.27
H -2.28 1.69 5.73
H -1.03 0.56 7.52
H 0.60 -1.31 6.94
*
```

Computed properties:
LUMO energy (alpha / beta): 2.35 / 2.35 eV
expectation value of S²: 15.759
HOMO-LUMO gap (alpha / beta): 4.2 / 7.2 eV
electronic energy: -105565.9869 eV